No. 1
ORCA calculation (wB97M-V/def2-TZVPD) on a cluster of 6 separate species, C15H36O12 in total.

Last column: Mulliken charge in e.
Element x y z (Å)
C1 4.3294 2.8127 0.6339  -0.861
C2 4.2855 1.6978 1.7572  -0.375
O1 3.9225 0.5215 1.0783  -0.235
C3 3.4073 -0.5614 1.7124  0.711
O2 3.2845 -0.6302 2.9596  -0.613
O3 2.9852 -1.4686 0.8473  -0.337
C4 3.2596 -1.3898 -0.5203  -0.565
H1 4.4681 3.7673 1.1415  0.401
H2 3.4013 2.8800 0.0662  0.083
H3 5.1177 2.6170 -0.0929  0.289
H4 3.5540 1.8940 2.5412  0.347
H5 5.2704 1.6936 2.2240  0.305
H6 2.4394 -1.8917 -1.0337  0.134
H7 4.1190 -2.0419 -0.6761  0.442
H8 3.4472 -0.4117 -0.9633  0.292
C5 -1.3855 -2.9011 -2.0231  -0.557
C6 -0.9333 -2.3544 -3.4029  -0.410
O4 0.1765 -1.4371 -3.2694  -0.128
C7 1.2894 -1.5966 -3.9473  0.642
O5 1.4535 -2.4531 -4.8274  -0.604
O6 2.2428 -0.6920 -3.5251  -0.207
C8 3.5321 -0.7164 -4.0862  -0.839
H9 -2.2957 -3.4992 -1.9797  0.435
H10 -1.7149 -2.0961 -1.3662  -0.353
H11 -0.6517 -3.5605 -1.5597  0.332
H12 -1.7164 -1.7653 -3.8802  0.329
H13 -0.7767 -3.2086 -4.0616  0.335
H14 4.1992 0.0576 -3.7068  0.266
H15 3.4225 -0.4404 -5.1349  0.376
H16 4.0171 -1.6916 -4.0437  0.345
C9 -2.9592 -0.5719 5.7401  -1.027
C10 -2.9005 -1.9445 5.0182  -0.248
O7 -3.7445 -1.9795 3.8776  -0.341
C11 -3.3225 -1.4279 2.6867  0.662
O8 -2.2085 -0.9948 2.4127  -0.802
O9 -4.3751 -1.4264 1.7734  -0.327
C12 -4.2114 -0.8851 0.4051  0.027
H17 -2.2401 -0.4532 6.5505  0.366
H18 -3.9411 -0.4539 6.1983  0.301
H19 -2.7342 0.2801 5.0986  0.283
H20 -3.1379 -2.7537 5.7089  0.324
H21 -1.9059 -2.2699 4.7134  0.293
H22 -5.1517 -0.9617 -0.1409  0.356
H23 -3.4065 -1.3323 -0.1781  -0.144
H24 -3.9094 0.1589 0.4890  0.066
C13 0.2055 -0.1130 -0.0989  -0.821
O10 -1.0882 0.1481 0.4273  -0.190
H25 0.3223 -1.1953 -0.0430  0.485
H26 0.2208 0.2762 -1.1169  0.269
H27 0.9880 0.4408 0.4199  0.377
H28 -1.1865 -0.4315 1.1862  0.310
C14 0.2558 3.3487 -1.5507  -0.320
O11 0.5745 4.7334 -1.4249  -0.457
H29 -0.8163 3.2944 -1.7397  0.321
H30 0.7894 2.8994 -2.3883  0.313
H31 0.4810 2.7997 -0.6363  0.068
H32 0.2638 5.0247 -0.5645  0.331
C15 -3.4803 2.5831 -0.7325  -0.695
O12 -2.3864 2.6451 0.1328  -0.217
H33 -4.4569 2.3371 -0.3158  0.391
H34 -3.5068 3.4779 -1.3544  0.334
H35 -3.3044 1.7742 -1.4416  0.314
H36 -1.8768 1.8385 0.0267  0.417

**Net charge**: +1
**HOMO (spin up / spin down)**: -12.82 / -12.82 eV
**2S+1**: 2
**LUMO (spin up / spin down)**: -2.545 / -9.751 eV

=====

No. 2
ORCA calculation (wB97M-V/def2-TZVPD) on a structure of composition C15H37ClN3O4S2.

Last column: Mulliken charge in e.
Element x y z (Å)
C1 -3.1227 -0.9807 -0.8021  -0.818
C2 -2.7843 -1.3232 -2.2605  -0.547
C3 -1.7794 -0.4048 -2.9499  -0.356
Cl1 -0.4700 0.1251 -1.8665  -0.062
S1 -1.0352 -1.2516 -4.3879  1.125
O1 -2.1643 -1.9040 -5.0100  -0.722
O2 -0.3858 -0.2057 -5.1553  -0.694
N1 -0.0672 -2.2805 -3.7224  -0.363
S2 1.5108 -2.2274 -3.9161  0.759
O3 1.9584 -3.1689 -4.9141  -0.653
O4 2.1650 -2.2740 -2.6279  -0.549
H1 -4.1978 -1.0615 -0.6296  0.347
H2 -2.6233 -1.6661 -0.1163  0.010
H3 -2.8224 0.0324 -0.5343  0.298
H4 -3.6874 -1.3100 -2.8714  0.276
H5 -2.3946 -2.3406 -2.3253  0.375
H6 -2.2207 0.5022 -3.3606  0.422
H7 1.7123 -0.9975 -4.4292  0.122
C4 1.6038 -1.8918 0.8992  -1.297
C5 0.6602 -2.5585 1.8870  -0.454
N2 -0.1322 -3.6132 1.2795  0.342
C6 -1.2167 -4.0858 2.1135  -0.805
C7 -0.8627 -4.8078 3.4215  -1.148
C8 0.6092 -4.6231 0.5426  -0.534
C9 1.6821 -5.4124 1.3047  -1.099
H8 1.0575 -1.5630 0.0169  0.253
H9 2.0713 -1.0216 1.3646  0.477
H10 2.4031 -2.5567 0.5720  0.293
H11 -0.0492 -1.8134 2.2619  0.463
H12 1.2397 -2.8995 2.7631  0.195
H13 -1.8447 -4.7421 1.5037  0.434
H14 -1.8363 -3.2163 2.3587  0.396
H15 -0.4765 -5.8112 3.2434  0.227
H16 -1.7563 -4.9050 4.0428  0.421
H17 -0.1193 -4.2545 3.9974  0.289
H18 1.0791 -4.1356 -0.3135  0.210
H19 -0.1213 -5.3159 0.1170  0.408
H20 2.3118 -4.7541 1.9062  0.247
H21 2.3321 -5.9246 0.5927  0.415
H22 1.2566 -6.1681 1.9657  0.273
C10 1.0301 2.5163 0.4103  -1.310
C11 1.2188 3.9525 -0.0500  -0.466
N3 0.0201 4.7633 0.0965  0.169
C12 0.0844 6.0312 -0.6033  -0.723
C13 1.1183 7.0643 -0.1356  -0.975
C14 -0.5639 4.7915 1.4248  -0.720
C15 0.3183 5.2732 2.5854  -0.978
H23 0.1849 2.0562 -0.1010  0.202
H24 1.9211 1.9340 0.1717  0.558
H25 0.8728 2.4453 1.4882  0.282
H26 1.4692 3.9469 -1.1142  0.493
H27 2.0903 4.3848 0.4697  0.207
H28 -0.9117 6.4827 -0.5685  0.360
H29 0.2767 5.8046 -1.6564  0.409
H30 0.8361 7.5302 0.8084  0.214
H31 1.2062 7.8589 -0.8798  0.404
H32 2.1060 6.6178 -0.0137  0.273
H33 -0.9136 3.7835 1.6583  0.359
H34 -1.4639 5.4104 1.3714  0.376
H35 1.3087 4.8168 2.5498  0.254
H36 -0.1378 4.9909 3.5366  0.369
H37 0.4459 6.3554 2.5905  0.268

**Net charge**: -1
**HOMO**: -5.79 eV
**LUMO**: 2.603 eV

=====

No. 3
ORCA calculation (wB97M-V/def2-TZVPD) on a cluster of 6 separate species, C15H37ClN5O6P in total.

Last column: Mulliken charge in e.
Element x y z (Å)
O1 3.5014 -2.1667 1.8078  -0.490
P1 2.2354 -1.2559 1.1773  0.372
Cl1 0.5697 -2.3793 1.8375  -0.254
H1 4.3148 -1.6742 1.8091  0.302
H2 2.1196 -0.0323 1.9101  0.059
C1 -0.5802 -3.9056 -1.0038  -1.335
C2 -0.1848 -3.0211 -2.1570  0.910
O2 -0.2866 -1.8013 -2.1015  -0.606
N1 0.2906 -3.6296 -3.2748  -0.056
C3 0.4738 -5.0496 -3.5129  -0.923
H3 -0.9355 -3.2862 -0.1918  0.158
H4 -1.3828 -4.5805 -1.3072  0.422
H5 0.2775 -4.4806 -0.6545  0.426
H6 0.5349 -2.9919 -4.0110  0.061
H7 1.5249 -5.2483 -3.7279  0.304
H8 -0.1271 -5.3520 -4.3720  0.287
H9 0.1753 -5.6340 -2.6500  0.350
C4 -2.7301 -0.8544 -6.9825  -1.275
C5 -1.4057 -1.3911 -6.5024  0.870
O3 -0.8625 -2.3505 -7.0295  -0.668
N2 -0.8224 -0.7703 -5.4461  -0.112
C6 -1.3054 0.3676 -4.6878  -0.898
H10 -3.0689 -1.4495 -7.8248  0.291
H11 -3.4739 -0.9167 -6.1874  0.342
H12 -2.6239 0.1818 -7.3056  0.366
H13 0.0548 -1.1777 -5.1767  0.192
H14 -0.5715 1.1732 -4.7516  0.283
H15 -1.4198 0.0712 -3.6438  0.290
H16 -2.2573 0.7264 -5.0639  0.336
C7 -0.8057 2.8915 3.1422  -1.072
C8 -0.6916 1.6164 2.3504  0.793
O4 0.0459 0.6977 2.6811  -0.613
N3 -1.4524 1.5064 1.2307  -0.101
C9 -2.3862 2.4764 0.6876  -0.922
H17 -0.1484 2.8364 4.0052  0.276
H18 -0.5087 3.7440 2.5295  0.394
H19 -1.8312 3.0257 3.4899  0.135
H20 -1.3293 0.6325 0.7422  0.163
H21 -3.3821 2.0329 0.6391  0.290
H22 -2.0731 2.7551 -0.3205  0.307
H23 -2.4304 3.3678 1.3036  0.352
C10 7.2962 0.0090 -1.6377  -1.288
C11 6.8711 -0.4103 -0.2542  0.851
O5 7.0777 -1.5300 0.1806  -0.639
N4 6.2330 0.5115 0.5168  -0.151
C12 5.8911 1.8841 0.1857  -0.830
H24 7.7862 -0.8275 -2.1254  0.288
H25 6.4266 0.2988 -2.2288  0.347
H26 7.9977 0.8424 -1.5823  0.365
H27 5.9820 0.1637 1.4263  0.198
H28 6.3706 2.5590 0.8968  0.294
H29 4.8093 2.0148 0.2492  0.275
H30 6.2170 2.1395 -0.8158  0.307
C13 -4.0527 1.3524 5.0302  -1.252
C14 -4.1436 2.8412 5.2511  0.798
O6 -3.8022 3.6469 4.3978  -0.680
N5 -4.6225 3.2711 6.4468  -0.172
C15 -5.0719 2.4714 7.5724  -0.816
H31 -3.6545 1.1627 4.0377  0.200
H32 -3.3860 0.9003 5.7653  0.360
H33 -5.0416 0.8983 5.1026  0.415
H34 -4.6564 4.2736 6.5288  0.243
H35 -6.1155 2.7049 7.7895  0.284
H36 -4.4664 2.7068 8.4491  0.281
H37 -4.9861 1.4116 7.3615  0.318

**HOMO**: -8.30 eV
**LUMO**: 0.559 eV
**SMILES**: CNC(C)=O.CNC(C)=O.CNC(C)=O.CNC(C)=O.CNC(C)=O.OPCl

=====

Calculated maximum force, 0.0826 0.0049 0.0346 Eh/bohr (same order as the records).